# 1
Here is a molecular structure, C17H21Cl3O3Pb from OMol25. Energies are from wB97M-V/def2-TZVPD.

Calculated values
E_HOMO (alpha / beta), eV: -1.3 / -1.3
Multiplicity: 1
HOMO-LUMO gap (alpha / beta), eV: 5.95 / 5.70
Total charge: -2
LUMO energy (alpha / beta), eV: 4.64 / 4.36
Maximum force, eV Å⁻¹: 3.70

Last column: Mulliken charge in e.
Positions of all 45 atoms, in Å:
C (-0.80, 1.07, -3.13)  0.694
C (-0.98, -0.34, -3.40)  0.347
C (0.32, -0.97, -3.39)  0.729
C (-2.23, -1.04, -3.62)  -0.963
C (1.30, 0.06, -3.13)  0.715
C (0.61, 1.31, -2.99)  0.367
C (1.19, 2.60, -2.64)  -1.665
C (-1.88, 2.03, -2.99)  -1.626
C (0.56, -2.37, -3.60)  -1.384
C (2.72, -0.20, -2.94)  -1.519
Pb (-1.17, -1.55, 0.43)  0.938
Cl (-2.54, -3.14, -0.85)  -0.679
Cl (-2.58, 0.83, 0.38)  -0.715
Cl (1.45, -1.85, -0.29)  -0.644
H (-3.09, -0.35, -3.55)  0.348
H (-2.42, -1.85, -2.87)  -0.043
H (-2.22, -1.52, -4.61)  0.247
H (-0.09, -3.03, -2.98)  0.221
H (1.61, -2.64, -3.38)  0.346
H (0.36, -2.62, -4.67)  0.344
H (2.89, -0.92, -2.12)  0.200
H (3.28, 0.72, -2.71)  0.361
H (3.14, -0.65, -3.87)  0.277
H (2.23, 2.48, -2.27)  0.399
H (0.62, 3.11, -1.83)  0.379
H (1.21, 3.27, -3.52)  0.277
H (-2.71, 1.61, -2.40)  0.325
H (-2.27, 2.33, -3.97)  0.268
H (-1.54, 2.94, -2.47)  0.327
O (0.49, 1.77, -0.23)  -0.312
H (0.09, 2.10, 0.68)  0.252
O (1.42, -0.04, 2.75)  -0.649
C (0.32, -0.40, 3.26)  0.373
O (-0.76, -0.87, 2.70)  -0.634
C (0.23, -0.30, 4.75)  0.193
C (-0.99, -0.04, 5.38)  -0.405
C (-1.07, 0.10, 6.76)  -0.313
C (0.06, -0.07, 7.58)  -0.396
C (1.30, -0.35, 6.95)  -0.310
C (1.38, -0.44, 5.57)  -0.362
H (-1.88, 0.02, 4.74)  0.351
H (-2.05, 0.33, 7.20)  0.305
H (-0.03, 0.04, 8.65)  0.349
H (2.20, -0.48, 7.59)  0.299
H (2.32, -0.66, 5.05)  0.389

# 2
Here is C30H38N4O5 in the gas phase from OMol25. Energies are from wB97M-V/def2-TZVPD.

Calculated values
E_HOMO, eV: -8.3
Energy relative to the best compared isomer or geometry (same formula, charge and spin), kcal/mol: 0.6
Multiplicity: 1
Structure (SMILES): CCCCCCCCCC[C@H](O)[C@H]1C=C[C@@H]2C(=O)N(c3ccccc3)C(=O)[C@@H]2N1Nc1ccc([N+](=O)[O-])cc1
HOMO-LUMO gap, eV: 8.20
LUMO energy, eV: -0.08
Maximum force, eV Å⁻¹: 1.38

Last column: Mulliken charge in e.
Positions of all 77 atoms, in Å:
C (2.00, 3.31, 4.70)  -0.932
C (1.06, 4.20, 5.50)  -0.681
C (-0.37, 3.66, 5.53)  -0.469
C (-1.11, 3.81, 4.20)  -0.335
C (-2.52, 3.24, 4.27)  -0.661
C (-3.31, 3.39, 2.97)  -1.117
C (-2.79, 2.49, 1.85)  0.340
C (-3.68, 2.55, 0.61)  -1.394
C (-3.18, 1.68, -0.54)  -0.247
C (-3.28, 0.19, -0.23)  -0.700
C (-2.99, -0.72, -1.43)  -0.436
O (-3.12, -2.09, -1.08)  -0.560
C (-1.59, -0.56, -2.04)  -0.066
C (-1.50, 0.61, -2.97)  -0.893
C (-0.40, 1.33, -3.14)  -1.245
C (0.89, 0.99, -2.46)  0.587
C (1.83, 0.54, -3.58)  0.014
O (2.39, 1.24, -4.38)  -0.582
N (1.90, -0.84, -3.54)  0.408
C (2.55, -1.62, -4.54)  0.334
C (3.38, -2.66, -4.17)  -0.091
C (4.00, -3.42, -5.14)  -0.757
C (3.80, -3.13, -6.48)  -0.390
C (2.97, -2.08, -6.85)  -0.760
C (2.34, -1.32, -5.88)  -0.316
C (1.26, -1.39, -2.45)  0.004
O (1.11, -2.57, -2.24)  -0.606
C (0.77, -0.24, -1.57)  -0.862
N (-0.56, -0.44, -1.01)  0.810
N (-0.59, -1.52, -0.13)  -0.164
C (-0.35, -1.35, 1.19)  -0.218
C (-0.18, -0.07, 1.75)  0.200
C (0.04, 0.07, 3.09)  -0.088
C (0.09, -1.05, 3.92)  -0.492
N (0.31, -0.89, 5.31)  0.940
O (0.34, -1.90, 6.00)  -0.668
O (0.47, 0.24, 5.74)  -0.623
C (-0.07, -2.33, 3.38)  -0.806
C (-0.29, -2.48, 2.03)  -0.694
H (3.03, 3.67, 4.79)  0.418
H (1.95, 2.29, 5.07)  0.155
H (1.74, 3.31, 3.64)  0.245
H (1.06, 5.21, 5.09)  0.314
H (1.42, 4.25, 6.53)  0.372
H (-0.34, 2.60, 5.81)  0.138
H (-0.94, 4.19, 6.30)  0.443
H (-0.55, 3.31, 3.41)  -0.062
H (-1.16, 4.87, 3.93)  0.485
H (-2.47, 2.18, 4.54)  0.248
H (-3.06, 3.76, 5.07)  0.452
H (-4.35, 3.13, 3.16)  0.388
H (-3.28, 4.43, 2.64)  0.381
H (-1.78, 2.79, 1.57)  0.131
H (-2.74, 1.46, 2.22)  0.188
H (-4.69, 2.25, 0.88)  0.402
H (-3.72, 3.59, 0.26)  0.388
H (-2.14, 1.93, -0.77)  0.125
H (-3.78, 1.89, -1.43)  0.308
H (-4.29, -0.03, 0.12)  0.681
H (-2.59, -0.07, 0.58)  0.073
H (-3.72, -0.49, -2.23)  0.539
H (-3.94, -2.21, -0.59)  0.423
H (-1.44, -1.49, -2.63)  0.515
H (-2.40, 0.86, -3.51)  0.505
H (-0.37, 2.17, -3.81)  0.557
H (1.30, 1.87, -1.96)  0.622
H (3.53, -2.89, -3.12)  0.406
H (4.64, -4.24, -4.85)  0.372
H (4.29, -3.72, -7.24)  0.388
H (2.82, -1.85, -7.89)  0.371
H (1.69, -0.51, -6.16)  0.391
H (1.46, -0.17, -0.71)  0.665
H (-0.60, -2.45, -0.53)  0.276
H (-0.23, 0.79, 1.10)  0.460
H (0.16, 1.05, 3.54)  0.477
H (-0.02, -3.18, 4.03)  0.488
H (-0.41, -3.46, 1.60)  0.488

# 3
Here is 2 unconnected molecules or ions with the total composition C4H12 from OMol25. Energies are from wB97M-V/def2-TZVPD.

Calculated values
E_HOMO, eV: -11.6
Energy relative to the best compared isomer or geometry (same formula, charge and spin), kcal/mol: 6.4
Multiplicity: 1
Structure (SMILES): CC.CC
HOMO-LUMO gap, eV: 12.76
LUMO energy, eV: 1.17
Maximum force, eV Å⁻¹: 1.45

Last column: Mulliken charge in e.
Positions of all 16 atoms, in Å:
C (-0.33, 1.77, 1.57)  -0.812
C (0.10, 0.34, 1.93)  -0.674
H (-0.36, 1.87, 0.48)  0.201
H (-1.25, 2.09, 2.06)  0.286
H (0.41, 2.49, 1.90)  0.290
H (0.99, 0.04, 1.37)  0.218
H (-0.71, -0.27, 1.52)  0.151
H (0.43, 0.22, 2.96)  0.356
C (-0.47, -1.56, -1.50)  -0.620
C (0.63, -0.62, -2.00)  -0.778
H (-1.47, -1.37, -1.87)  0.286
H (-0.16, -2.60, -1.68)  0.278
H (-0.48, -1.46, -0.42)  0.072
H (0.41, 0.40, -1.64)  0.158
H (0.66, -0.50, -3.08)  0.325
H (1.61, -0.84, -1.58)  0.264